Record 1
The following is a DFT calculation (ωB97M-V/def2-TZVPD) of 21 unconnected molecules or ions with the total composition C15H62O25.

ORCA input file:
```
! RIJCOSX wB97M-V def2-TZVPD def2/J DEFGRID3
* xyz 0 1
C -2.7953 -0.3497 0.2838
O -3.1270 -1.7550 -0.0446
C -2.5896 -2.1157 -1.3955
C -1.0784 -2.8075 -1.2148
C 0.0809 -1.9604 -2.0102
C 1.5148 -2.7367 -2.1771
C 2.6666 -2.3159 -1.0887
C 2.3724 -2.7852 0.4541
C 2.6155 -1.4997 1.4963
C 1.1533 -0.7836 1.6921
C 1.1905 0.8502 1.8235
C 1.1685 1.9432 0.8103
C 1.0988 1.6940 -0.8276
C 1.9383 2.7946 -1.7080
O 2.0817 4.0946 -1.4311
C 1.1779 3.3301 1.6841
O 0.9874 4.6106 1.3571
O 1.3939 3.1263 3.1547
C 1.2259 1.6408 3.2846
O 1.1041 1.1142 4.5057
H -3.7371 0.3291 0.0557
H -2.5507 -0.2813 1.4460
H -1.8723 0.0714 -0.3142
H -2.5906 -1.2042 -2.1293
H -3.3685 -2.8992 -1.8444
H -0.8957 -2.8154 -0.0395
H -1.1898 -3.9020 -1.6284
H 0.1394 -0.9004 -1.5185
H -0.3380 -1.7834 -3.1136
H 1.3429 -3.9105 -2.2589
H 1.9403 -2.4194 -3.2465
H 2.9222 -1.1742 -1.0679
H 3.6673 -2.8660 -1.4377
H 1.2395 -3.1060 0.6360
H 3.0097 -3.7400 0.7802
H 2.9452 -1.9957 2.5250
H 3.4731 -0.7838 1.1441
H 0.6367 -1.1865 2.6899
H 0.5079 -1.0456 0.7474
H -0.0257 1.7618 -1.1527
H 1.5931 0.6472 -1.0244
H 2.4326 2.4016 -2.7204
O 1.9276 2.8438 -5.0709
H 2.3653 3.7040 -5.1581
H 0.9980 3.0331 -5.2678
O -3.5155 2.1687 -0.9970
H -3.0779 3.0289 -1.0841
H -4.4451 2.3580 -1.1939
O 0.3505 6.8845 -0.6826
H -0.3816 7.1835 -0.1225
H 0.7696 6.1813 -0.1644
O -2.8047 -4.8257 0.7383
H -3.7044 -5.1358 0.9212
H -2.9180 -3.8849 0.5361
O -3.5496 -2.2441 2.8530
H -2.8411 -2.4403 3.4844
H -3.0913 -2.1706 2.0025
O -1.7787 1.1849 6.1043
H -2.2834 2.0014 5.9715
H -0.8571 1.4822 6.1368
O 4.6689 2.6530 -3.2286
H 3.9901 2.6173 -3.9193
H 5.2464 3.3801 -3.5055
O -0.8005 -3.9632 3.0796
H -0.6546 -4.3237 3.9672
H -1.5676 -4.4552 2.7504
O -5.9975 -2.4157 4.6105
H -5.2891 -2.6119 5.2419
H -5.5393 -2.3421 3.7600
O 0.8314 0.1706 -5.1714
H 1.2690 1.0308 -5.2585
H -0.0982 0.3599 -5.3683
O -4.7021 3.8493 0.7368
H -5.4342 4.1482 1.2969
H -4.2829 3.1461 1.2550
O 7.1392 1.2367 -2.0594
H 7.5768 2.0970 -2.1466
H 6.2096 1.4261 -2.2564
O 8.4101 3.6971 -0.4283
H 7.6780 3.9960 0.1318
H 8.8293 2.9939 0.0899
O 4.0884 3.2895 0.3148
H 4.1667 3.4923 1.2592
H 3.4296 3.9231 -0.0068
O 4.7286 -4.2737 -3.2109
H 4.9157 -4.8456 -3.9706
H 5.5627 -3.8042 -3.0604
O -2.7536 -6.9603 -1.9263
H -2.6351 -6.7519 -0.9874
H -3.7128 -6.9176 -2.0563
O -5.1375 -4.2932 -1.3881
H -6.0372 -4.6033 -1.2052
H -5.2508 -3.3525 -1.5903
O -1.4911 3.7648 7.0882
H -0.7826 3.5686 7.7196
H -1.0328 3.8383 6.2377
O -1.3599 1.8164 -3.3777
H -0.7373 2.5050 -3.0998
H -2.0242 1.8031 -2.6724
O -5.1409 1.7746 2.5377
H -4.9950 1.4141 3.4253
H -5.9079 1.2827 2.2085
*
```

## Properties
Lowest unoccupied orbital energy = -1.61 eV
Orbital gap = 8.35 eV
E_tot = -2489.368804 hartree

Record 2
The following is a DFT calculation (ωB97M-V/def2-TZVPD) of a molecular structure, C15H6Cl3I2NO2Rh.

ORCA input file:
```
! RIJCOSX wB97M-V def2-TZVPD def2/J DEFGRID3
* xyz 1 1
Rh 1.2108 1.2774 -0.5444
I -2.1246 2.2861 3.1860
C -2.3835 1.6994 1.2252
C -3.6822 1.4491 0.7161
C -3.8948 1.0496 -0.5767
I -5.8347 0.7193 -1.2278
C -2.7853 0.8728 -1.4506
C -2.8236 0.4319 -2.7868
C -1.6629 0.2881 -3.5101
C -0.4366 0.5811 -2.9129
N -0.3760 1.0087 -1.6635
C -1.5171 1.1455 -0.9211
C -1.3005 1.5573 0.4015
O -0.0200 1.7942 0.7701
H -4.5249 1.5801 1.3807
H -3.7793 0.2034 -3.2410
H -1.6804 -0.0586 -4.5330
H 0.4984 0.4795 -3.4485
Cl 5.0077 -2.6445 3.8136
C 3.9589 -2.0212 2.5934
C 3.9994 -0.6722 2.2905
C 3.1440 -0.2320 1.3033
Cl 3.1347 1.4646 0.8370
C 2.2526 -1.0363 0.6137
O 1.4374 -0.5805 -0.3586
C 2.2340 -2.3913 0.9636
Cl 1.1372 -3.4410 0.1502
C 3.0836 -2.8799 1.9337
H 4.6657 0.0005 2.8119
H 3.0622 -3.9313 2.1844
*
```

## Properties
Lowest unoccupied orbital energy (spin up / spin down) = -5.42 / -5.42 eV
Orbital gap (spin up / spin down) = 6.04 / 6.04 eV
Energy relative to the best compared isomer or geometry (same formula, charge and spin) = 0.0 kcal per mole
E_tot = -2866.687998 hartree

Record 3
The following is a DFT calculation (ωB97M-V/def2-TZVPD) of a molecular structure, C15H7AuBrCl2N3S3.

ORCA input file:
```
! RIJCOSX wB97M-V def2-TZVPD def2/J DEFGRID3
* xyz 0 1
Au 0.0873 0.4418 0.1230
S -2.1244 1.1516 0.0114
C -2.5025 0.2110 1.4145
S -0.9929 -0.4634 1.9095
C -3.7083 0.0458 1.9946
C -3.8357 -0.7746 3.1664
N -3.9072 -1.4235 4.1132
C -4.8639 0.6732 1.4167
N -5.7599 1.1994 0.9237
Cl 1.7005 -2.0101 0.0207
C 3.2893 -1.4045 0.4321
C 4.2994 -2.3542 0.4625
C 5.5868 -1.9683 0.7809
C 5.8400 -0.6379 1.0725
C 4.8125 0.2846 1.0438
Cl 5.2080 1.9318 1.4326
C 3.4872 -0.0489 0.7151
S 2.2793 1.2279 0.7077
H 4.0658 -3.3854 0.2370
H 6.3852 -2.6972 0.8052
H 6.8361 -0.3034 1.3281
Br 1.8687 2.2288 -6.1965
C 1.3039 1.6349 -4.5125
C 0.0787 2.0376 -4.0106
C -0.2858 1.5973 -2.7545
N 0.4914 0.7963 -2.0165
C 1.6721 0.4114 -2.5151
C 2.1139 0.8002 -3.7635
H -0.5791 2.6823 -4.5746
H -1.2401 1.8866 -2.3344
H 2.2774 -0.2268 -1.8879
H 3.0730 0.4657 -4.1302
*
```

## Properties
Lowest unoccupied orbital energy = -2.31 eV
Orbital gap = 6.13 eV
Energy relative to the best compared isomer or geometry (same formula, charge and spin) = 18.2 kcal per mole
E_tot = -5564.702923 hartree

Record 4
The following is a DFT calculation (ωB97M-V/def2-TZVPD) of a molecular structure, C15H7BaN3O5.

ORCA input file:
```
! RIJCOSX wB97M-V def2-TZVPD def2/J DEFGRID3
* xyz 2 1
O 0.0055 -0.1661 -7.4240
C 0.0058 -0.1671 -6.2873
Ba -0.0259 -0.1135 -3.3386
O 2.2030 -2.9713 -4.0997
C 1.5035 -2.0753 -4.2180
C -1.5016 1.7558 -4.2181
O -2.2003 2.6493 -4.1022
C -1.9118 -1.6673 -4.2101
O -2.8038 -2.3679 -4.0994
C 1.9249 1.3359 -4.2107
O 2.8170 2.0367 -4.1001
N -0.7301 1.8178 7.4582
C -0.5811 1.4544 6.3540
C -0.3938 1.0009 4.9953
C -0.8710 1.7550 3.9135
C -0.6892 1.3211 2.5943
C -0.0228 0.1136 2.3534
C 0.4556 -0.6501 3.4189
C 0.2705 -0.2041 4.7328
N 0.1713 -0.3398 1.0773
C 0.7916 -1.5827 0.6648
C 0.7923 -1.6416 -0.6610
N 0.1799 -0.4594 -1.0534
C -0.1862 0.3134 -0.0481
H -1.3919 2.6972 4.1164
H -1.0726 1.9284 1.7643
H 0.9816 -1.5980 3.2512
H 0.6462 -0.7966 5.5738
H 1.1583 -2.2765 1.3683
H 1.1549 -2.3879 -1.3902
H -0.6796 1.2856 -0.1755
*
```

## Properties
Lowest unoccupied orbital energy = -8.49 eV
Orbital gap = 5.76 eV
E_tot = -1141.119752 hartree

Record 5
The following is a DFT calculation (ωB97M-V/def2-TZVPD) of 27 unconnected molecules or ions with the total composition C15H80O29.

ORCA input file:
```
! RIJCOSX wB97M-V def2-TZVPD def2/J DEFGRID3
* xyz 0 1
C -3.0587 -1.3843 2.5493
O -3.7332 -1.7116 1.3363
C -2.9486 -2.4859 0.4235
C -1.7918 -3.2761 1.0135
C -1.2283 -4.2654 -0.0301
C 0.2874 -4.5075 0.1095
C 0.7508 -4.8793 1.5356
C 2.0222 -4.1714 2.0463
C 2.1098 -2.6691 1.7657
C 3.0090 -2.3514 0.5222
C 2.3814 -1.3642 -0.4640
C 2.3048 0.1120 0.0000
C 0.9250 0.6934 -0.2449
C 0.9021 2.0673 -0.9241
O 1.0326 3.0377 0.1339
C 0.7734 2.4523 1.3181
O 0.9615 2.9209 2.3613
C 0.1585 1.0695 1.0410
H -3.0123 -2.2108 3.2385
H -2.0902 -0.9114 2.4056
H -3.6778 -0.6392 3.0477
H -2.6041 -1.8803 -0.4241
H -3.6334 -3.2278 0.0006
H -2.0787 -3.8514 1.8863
H -0.9726 -2.6158 1.2785
H -1.3491 -3.7695 -0.9964
H -1.7710 -5.2041 -0.0146
H 0.4818 -5.3770 -0.5201
H 0.8287 -3.6872 -0.3425
H 0.9858 -5.9446 1.5167
H -0.0330 -4.7819 2.2808
H 2.9360 -4.6738 1.7421
H 2.0065 -4.2666 3.1332
H 2.5722 -2.1992 2.6437
H 1.1421 -2.1893 1.6242
H 3.1104 -3.2958 -0.0141
H 3.9952 -2.0636 0.8763
H 1.3984 -1.6944 -0.7868
H 3.0046 -1.3746 -1.3666
H 2.9864 0.6818 -0.6300
H 2.6391 0.2679 1.0279
H 0.3586 0.0885 -0.9516
H 1.7003 2.1505 -1.6566
H -0.0806 2.1691 -1.3739
H -0.9077 1.2630 0.9210
H 0.4314 0.3021 1.7522
O 4.3111 0.5665 2.2937
H 3.9141 1.4084 2.5380
H 5.2287 0.6593 2.5681
O -4.7853 0.9174 0.9059
H -4.3333 0.0704 1.0702
H -5.1820 0.7980 0.0363
O -5.2395 -0.3657 -2.0485
H -4.7849 -1.2008 -1.8847
H -5.6412 -0.4798 -2.9180
O -8.1075 1.5663 -0.5423
H -7.2054 1.2638 -0.3849
H -8.1047 2.4785 -0.2258
O 5.3222 2.0514 4.2398
H 4.9242 2.8971 4.4834
H 6.2481 2.1399 4.5141
O 0.8705 -3.1268 -2.9076
H 1.0017 -2.4638 -3.6042
H 1.4381 -3.8592 -3.1666
O 0.8175 5.6344 -1.9182
H 0.8703 4.9496 -1.2433
H 1.0699 5.1796 -2.7311
O 2.0407 -2.4641 -5.2443
H 2.1670 -1.7987 -5.9314
H 2.6127 -3.1935 -5.5114
O -7.4087 3.8386 -2.4180
H -8.1839 4.3998 -2.5256
H -7.7656 2.9354 -2.4204
O -0.2546 -0.7741 -3.9410
H -0.7065 -0.9735 -3.1131
H -0.9011 -0.9978 -4.6227
O 0.4967 4.3673 -5.2167
H -0.3891 4.1274 -4.9159
H 0.3708 5.1943 -5.6953
O -11.0506 1.7163 -1.4691
H -10.1452 1.4134 -1.3106
H -11.0519 2.6266 -1.1535
O 3.3923 4.2932 -3.4356
H 2.9440 4.1104 -2.6008
H 2.7403 4.0619 -4.1112
O -4.0067 -2.4744 5.3449
H -4.7607 -1.8880 5.2145
H -4.3892 -3.3591 5.3320
O 8.2111 2.9107 4.9531
H 9.0684 2.8868 5.3880
H 8.1639 3.8009 4.5856
O -9.4120 -0.4999 1.4700
H -9.9921 0.1779 1.8327
H -9.1288 -0.1355 0.6226
O 4.4858 -2.0542 -3.1093
H 3.6169 -2.2178 -3.4979
H 5.0642 -2.6793 -3.5600
O 6.5270 3.3553 1.9487
H 6.0821 3.1612 2.7875
H 5.8723 3.1231 1.2789
O 7.2696 2.0420 -0.5132
H 8.1298 1.6193 -0.4199
H 7.3910 2.9090 -0.1096
O -3.1915 2.1980 -2.8768
H -2.9586 2.5828 -2.0239
H -3.9106 1.5893 -2.6700
O -8.7847 1.6570 -3.5142
H -9.5679 2.2110 -3.6176
H -9.1349 0.7592 -3.5000
O -1.9877 -2.0461 -6.1553
H -1.6303 -2.9384 -6.0757
H -2.4060 -2.0296 -7.0229
O 3.8147 1.1469 -3.4510
H 4.6801 1.1345 -3.0252
H 3.7405 2.0402 -3.8093
O -0.8439 -1.6084 5.1363
H -0.6310 -1.2470 6.0033
H -1.6048 -2.1811 5.2968
O 8.9542 5.3209 6.2338
H 8.5603 6.1725 6.4549
H 9.8745 5.4094 6.5069
O 4.2677 -1.9639 4.6509
H 5.1213 -2.0038 5.0942
H 4.2129 -1.0654 4.3060
*
```

## Properties
Lowest unoccupied orbital energy = -0.02 eV
Orbital gap = 9.48 eV
E_tot = -2801.412814 hartree

Record 6
The following is a DFT calculation (ωB97M-V/def2-TZVPD) of a molecular structure, C15H8Br2NO2S5Sc.

ORCA input file:
```
! RIJCOSX wB97M-V def2-TZVPD def2/J DEFGRID3
* xyz 0 1
Sc -0.3874 0.6820 0.5798
S 4.7819 -4.1619 0.8345
C 3.7853 -2.8692 0.9021
S 3.5760 -1.7430 -0.4051
C 2.3661 -0.7238 0.3500
C 1.9651 -1.0980 1.5869
S 0.7675 -0.3079 2.5792
S 2.7216 -2.5367 2.2382
S 1.7778 0.6364 -0.5773
Br -1.4135 -3.9929 -6.1417
C -1.4392 -2.9087 -4.5918
C -1.3451 -3.5097 -3.3450
C -1.3459 -2.7117 -2.2166
C -1.4501 -1.3282 -2.3449
C -1.5481 -0.7395 -3.6016
C -1.5440 -1.5326 -4.7338
C -1.3945 -0.4902 -1.1383
O -1.1721 -1.0250 0.0042
O -1.4799 0.7775 -1.1781
H -1.2665 -4.5838 -3.2560
H -1.2634 -3.1427 -1.2286
H -1.6242 0.3374 -3.6682
H -1.6183 -1.0927 -5.7179
Br 0.5316 4.9907 5.6571
C 0.1137 4.0299 4.0988
C 1.1264 3.5110 3.3099
C 0.7706 2.8133 2.1738
N -0.5070 2.5920 1.8098
C -1.4681 3.1035 2.5884
C -1.2105 3.8322 3.7311
H 2.1676 3.6286 3.5702
H 1.5389 2.4187 1.5232
H -2.4906 2.9190 2.2832
H -2.0218 4.2262 4.3247
*
```

## Properties
Lowest unoccupied orbital energy = -0.89 eV
Orbital gap = 6.19 eV
Energy relative to the best compared isomer or geometry (same formula, charge and spin) = 22.3 kcal per mole
E_tot = -8681.506467 hartree